Run i
The following is a DFT calculation (wB97M-V/def2-TZVPD) of an isolated molecule of C5H9NO3.

Summary:
net charge = 0
HOMO energy = -9.51 eV

Each line ends with the Mulliken charge.
CARTESIAN COORDINATES (ANGSTROEM)
C 0.78870 0.58892 0.13981  0.296
C -0.63036 0.21268 -0.40099  0.023
C -1.24488 -1.03514 0.26449  -0.581
C 1.95336 0.05304 -1.92224  -0.458
C -1.54493 -0.98089 1.77528  -1.013
N 1.77833 0.78428 -0.75766  0.083
O 0.88518 1.04731 1.25374  -0.615
O -1.49506 1.34496 -0.23102  -0.552
O 3.01024 0.32822 -2.57644  -0.210
H -0.52011 -0.02416 -1.48960  0.457
H -0.63836 -1.98120 0.07924  0.368
H -2.11302 -0.97822 -0.39373  0.271
H -1.90812 -2.10761 1.78807  0.291
H -2.28111 -0.31662 1.96645  0.409
H -0.64627 -0.65086 2.40595  0.245
H 2.64312 1.35161 -0.48580  0.363
H -1.67084 1.30471 0.69399  0.372
H 3.63413 1.05897 -2.10952  0.252



Run ii
The following is a DFT calculation (wB97M-V/def2-TZVPD) of an isolated molecule of C5H9NO3.

Summary:
net charge = 0
HOMO energy = -7.96 eV

Each line ends with the Mulliken charge.
CARTESIAN COORDINATES (ANGSTROEM)
C -1.16100 -0.31791 -1.09081  -1.018
C -1.12910 0.28043 1.43284  -1.237
C 1.28967 -0.65922 -0.60374  -0.001
C 1.30812 0.34696 0.16828  0.238
C -0.50995 0.73945 0.11843  1.084
N 2.10846 1.27723 0.71707  -0.465
O 1.37741 -1.94277 -0.87838  -0.463
O -1.52723 -1.63968 -0.77595  -0.532
O -0.59241 1.92948 -0.24278  -0.705
H 1.68813 -2.07360 -1.78701  0.390
H -0.73673 -2.18401 -0.67482  0.381
H 1.71621 1.94134 1.37136  0.258
H 2.74540 1.76482 0.09757  0.232
H -2.09899 0.23219 -1.19300  0.377
H -0.64816 -0.21257 -2.05619  0.440
H -2.06031 0.81308 1.61638  0.345
H -1.32282 -0.78595 1.52340  0.330
H -0.44667 0.49073 2.25736  0.348



Run iii
The following is a DFT calculation (wB97M-V/def2-TZVPD) of an isolated molecule of C5H9NO3.

Summary:
net charge = 0
SMILES string = CCO/[N+]([O-])=C\C(C)=O
HOMO energy = -9.25 eV

Each line ends with the Mulliken charge.
CARTESIAN COORDINATES (ANGSTROEM)
C 2.78313 -0.27838 -0.01366  -0.847
C 1.72155 -1.30735 -0.45559  -0.282
O 0.38709 -0.64415 -0.33608  -0.244
N -0.06294 -0.57390 0.92057  0.641
O 0.64087 -1.06744 1.82572  -0.675
C -1.06714 0.16492 1.12378  -0.526
C -1.89628 0.78301 -0.02704  0.994
C -3.23233 1.30629 0.49355  -1.155
O -1.51833 0.73525 -1.17510  -0.516
H 2.23162 0.69109 0.09198  0.267
H 3.29345 -0.43166 0.98121  0.275
H 3.58407 -0.13317 -0.81436  0.282
H 1.68150 -2.17524 0.11465  0.316
H 1.91703 -1.55885 -1.48476  0.328
H -1.57973 0.11684 2.09849  0.265
H -3.41751 2.40668 0.93888  0.253
H -4.00313 1.34771 -0.36484  0.304
H -3.64105 0.65864 1.27169  0.319



Run iv
The following is a DFT calculation (wB97M-V/def2-TZVPD) of an isolated molecule of C5H9NO3.

Summary:
net charge = 0
SMILES string = OC[C@@H]1N=C[C@@H](O)[C@@H]1O
HOMO energy = -9.76 eV

Each line ends with the Mulliken charge.
CARTESIAN COORDINATES (ANGSTROEM)
O 2.88863 -0.54581 0.10347  -0.532
C 1.89965 0.40973 0.17160  -0.940
C 0.57913 -0.18647 0.44368  0.644
N 0.35908 -1.30312 -0.46693  -0.651
C -0.85072 -1.32318 -0.86798  -0.487
C -1.69180 -0.15619 -0.33109  -0.153
O -2.61068 -0.42959 0.74055  -0.555
C -0.56695 0.75489 0.24757  -0.105
O -0.48521 1.77983 -0.75152  -0.564
H 2.49143 -1.22564 -0.32331  0.367
H 2.16828 1.16121 0.88755  0.338
H 1.81997 0.95530 -0.78721  0.339
H 0.60943 -0.65325 1.43652  0.342
H -1.24131 -2.14187 -1.45079  0.429
H -2.22201 0.35292 -1.12801  0.403
H -2.26445 -1.15821 1.25890  0.353
H -0.84163 1.19254 1.20557  0.440
H -0.04083 2.51690 -0.38856  0.330



Which of them is the least stable? Correct choice: run ii.



Run i
The following is a DFT calculation (wB97M-V/def2-TZVPD) of a cluster of 2 separate species, C5H10NOS in total.

Summary:
net charge = -1
HOMO energy = -3.60 eV

Each line ends with the Mulliken charge.
CARTESIAN COORDINATES (ANGSTROEM)
C 2.07908 2.24092 -0.64472  -0.546
C 1.51597 3.43784 -0.44133  -0.673
S -2.18140 -3.07838 1.10933  -0.346
C 1.36056 0.90392 -0.49732  0.480
N 0.14490 1.05691 0.34860  -0.306
C -0.39882 -0.22328 0.71497  -0.665
C -0.82020 -1.01480 -0.50654  -0.549
O 1.11603 0.37042 -1.68924  -0.812
H 2.04242 0.26518 0.14209  0.066
H 2.82928 2.21177 -1.43533  0.277
H 0.48229 3.56481 -0.13810  0.323
H 2.15448 4.31577 -0.47026  0.263
H 0.14540 1.64075 1.17868  0.247
H 0.15927 -0.86302 1.42323  0.315
H -1.31754 -0.04939 1.28880  0.391
H -1.64287 -0.50441 -1.00463  0.314
H -0.02765 -1.36050 -1.16580  0.359
H -1.33563 -1.98993 -0.17969  -0.137



Run ii
The following is a DFT calculation (wB97M-V/def2-TZVPD) of the ion C5H10NOS with charge -1.

Summary:
net charge = -1
SMILES string = CN(C)C(=O)CC[S-]
HOMO energy = -2.58 eV

Each line ends with the Mulliken charge.
CARTESIAN COORDINATES (ANGSTROEM)
C 0.28236 -0.52797 -2.02984  -0.947
N 0.93730 0.44788 -1.13823  0.020
C 0.47350 1.82738 -1.43835  -1.175
C 1.05648 0.17284 0.21984  0.422
O 1.59858 0.97128 0.96218  -0.648
C 0.58873 -1.18497 0.73145  -0.647
C -0.61087 -0.84686 1.65892  -0.712
S -2.03713 -0.44797 0.58827  -0.636
H -0.02541 -0.03094 -2.93763  0.361
H 0.99348 -1.34665 -2.24082  0.291
H -0.51071 -1.07108 -1.53004  0.309
H 1.19790 2.45783 -0.91964  0.380
H -0.59066 1.87900 -1.20863  0.321
H 0.90192 2.03989 -2.43406  0.437
H 0.49907 -1.95272 -0.02413  0.350
H 1.46549 -1.49363 1.32811  0.330
H -0.78824 -1.60012 2.43574  0.315
H -0.33736 0.01147 2.28225  0.228



Run iii
The following is a DFT calculation (wB97M-V/def2-TZVPD) of the ion C5H10NOS with charge -1.

Summary:
net charge = -1
SMILES string = CN(C)C(=O)CC[S-]
HOMO energy = -2.57 eV

Each line ends with the Mulliken charge.
CARTESIAN COORDINATES (ANGSTROEM)
C -0.56217 -0.91552 1.34533  -0.889
N -1.02677 -0.11519 0.20827  0.074
C -2.27599 -0.60860 -0.36992  -1.078
C -0.22620 0.57577 -0.66653  0.572
O -0.51976 0.69838 -1.84733  -0.681
C 1.03451 1.21906 -0.18273  -0.669
C 2.35821 0.54712 -0.55975  -0.614
S 2.65762 -0.99154 0.34578  -0.647
H -1.41981 -1.42807 1.77375  0.369
H -0.06305 -0.34670 2.13633  0.268
H 0.25397 -1.54319 0.96814  0.234
H -2.50247 -0.20529 -1.34818  0.352
H -2.30224 -1.69897 -0.54040  0.329
H -2.98022 -0.43679 0.45401  0.340
H 1.04136 1.31958 0.91189  0.214
H 1.02330 2.22989 -0.61814  0.360
H 3.14097 1.29157 -0.36255  0.234
H 2.36873 0.40850 -1.64798  0.231



Run iv
The following is a DFT calculation (wB97M-V/def2-TZVPD) of the ion C5H10NOS with charge -1.

Summary:
net charge = -1
SMILES string = CN(C)C(=O)CC[S-]
HOMO energy = -2.51 eV

Each line ends with the Mulliken charge.
CARTESIAN COORDINATES (ANGSTROEM)
C 1.48448 -0.28371 -0.62752  -0.783
N 0.01426 -0.66456 -0.78087  0.075
C -0.30126 -1.40046 -1.99528  -0.939
C -0.93567 -0.02232 -0.07382  0.544
O -2.15888 -0.32152 -0.32060  -0.744
C -0.64320 1.14623 0.83177  -0.683
C -0.15401 0.76734 2.20151  -0.783
S 1.21709 1.80803 2.63942  -0.654
H 2.06354 -0.64378 -1.51130  0.351
H 1.64809 0.83747 -0.59524  0.270
H 1.75362 -0.68425 0.32296  0.251
H -1.39642 -1.18913 -2.21836  0.305
H -0.50318 -2.52496 -1.76741  0.202
H 0.47624 -1.15548 -2.70744  0.396
H 0.07818 1.89590 0.44576  0.368
H -1.67256 1.71228 0.87800  0.209
H -1.02641 0.95176 2.85853  0.270
H 0.05607 -0.22883 2.41989  0.343



Which of them is the least stable? Correct choice: run i.



Run i
The following is a DFT calculation (wB97M-V/def2-TZVPD) of a cluster of 2 separate species, CH4NO2P in total.

Summary:
net charge = 0
SMILES string = NP=O.C=O
HOMO energy = -9.45 eV

Each line ends with the Mulliken charge.
CARTESIAN COORDINATES (ANGSTROEM)
N 1.32132 0.85174 0.15811  -0.512
P -0.07286 1.60919 0.84529  0.436
O -0.06124 2.95824 0.35381  -0.457
H 1.84436 1.62397 -0.17179  0.283
H 1.60742 0.03312 0.63881  0.240
C -1.12213 -1.74804 -0.49384  -0.090
O -1.30113 -0.57395 -0.45684  -0.318
H -0.68585 -2.28348 0.39081  0.189
H -1.52988 -2.47079 -1.26435  0.227



Run ii
The following is a DFT calculation (wB97M-V/def2-TZVPD) of a structure of composition CH4NO2P.

Summary:
net charge = 0
HOMO energy = -9.39 eV

Each line ends with the Mulliken charge.
CARTESIAN COORDINATES (ANGSTROEM)
C 0.83559 -0.28796 0.19182  -0.207
N -0.31562 -0.53123 -0.71783  -0.535
O -1.98716 1.72520 1.17473  -0.436
O 0.29915 0.59669 1.16076  -0.309
P -0.85124 1.52511 0.29667  0.352
H 1.54474 -1.00461 0.49834  0.352
H 1.41157 0.13053 -0.64517  0.280
H -0.98538 -1.19117 -0.35228  0.239
H 0.04836 -0.96255 -1.60704  0.263



Which of them is the least stable? Correct choice: run i.